DFT (the ωB97M-V functional and the def2-TZVPD basis) results for a 17-piece molecular cluster, C76H158Cl22N6O6 overall in a non-equilibrium geometry.

Last column: Löwdin charge in e.
Positions of all 268 atoms, in Å:
Cl: 4.550 -7.135 -2.164  0.51
Cl: 3.749 3.132 0.588  0.50
Cl: 5.905 -1.081 -4.609  0.58
Cl: 8.509 0.004 2.271  0.60
Cl: -0.360 3.146 -7.852  0.50
Cl: -2.932 -3.275 -6.815  0.55
Cl: 0.406 -6.002 4.156  0.55
Cl: 0.096 -4.264 -5.450  0.57
Cl: -2.823 2.780 -0.524  0.64
Cl: -5.369 -0.118 3.102  0.57
Cl: -3.776 3.144 2.933  0.57
Cl: 8.009 1.167 -0.993  0.60
Cl: -4.279 -0.201 -0.906  0.66
Cl: 0.422 -0.991 -6.838  0.50
Cl: -0.099 3.182 -3.961  0.61
Cl: -7.309 -3.767 1.729  0.51
Cl: -2.005 7.010 -3.522  0.56
Cl: 6.096 1.942 -4.241  0.55
Cl: 5.252 3.425 3.401  0.49
Cl: -2.702 -3.125 5.048  0.56
Cl: -4.618 5.321 5.536  0.55
Cl: 2.856 -3.995 -2.496  0.57
O: 5.667 -1.886 -0.017  -0.07
O: -1.047 3.288 7.804  -0.04
O: -1.075 -4.493 -2.160  -0.01
O: -5.421 -0.871 -6.588  -0.04
O: -1.273 -1.129 -0.706  -0.05
O: -2.674 5.958 1.515  -0.08
N: -1.603 -5.055 -0.920  -0.05
N: 6.602 -2.800 0.632  -0.05
N: -0.017 -1.124 -0.158  -0.11
N: -0.596 2.434 6.820  -0.13
N: -1.394 6.241 2.161  -0.03
N: -4.902 0.404 -6.440  -0.09
C: -0.329 5.650 1.369  -0.52
C: 7.517 -3.388 -0.344  -0.51
C: -3.729 -5.813 -2.059  -0.03
C: 0.556 4.390 5.744  -0.01
C: -4.596 3.181 -5.803  -0.14
C: -0.687 5.807 -3.710  -0.66
C: -0.404 0.192 5.955  -0.13
C: 4.731 4.908 2.402  -0.58
C: 4.931 4.584 0.931  -0.51
C: -0.779 -2.401 1.648  -0.03
C: -1.422 -5.211 -5.469  -0.62
C: 0.986 0.466 5.390  -0.16
C: 2.313 -0.311 -0.295  -0.14
C: -0.060 -1.141 1.276  -0.52
C: 7.031 0.460 1.491  -0.71
C: -1.834 8.526 1.106  -0.02
C: 0.033 0.553 8.410  -0.02
C: 2.935 -5.378 -3.679  -0.60
C: -0.971 -7.390 -1.699  -0.01
C: -7.052 1.516 -7.198  -0.03
C: 6.863 -4.452 2.297  -0.11
C: -2.001 -4.638 4.397  -0.64
C: 0.336 1.322 -0.799  -0.05
C: -0.786 1.070 7.168  -0.53
C: -3.197 3.048 4.650  -0.57
C: -3.619 -5.596 0.399  -0.14
C: 1.909 2.880 7.380  -0.01
C: -0.739 0.086 1.925  0.01
C: 4.683 -4.457 1.001  0.00
C: -6.089 0.587 -4.106  0.01
C: 0.710 2.913 6.292  -0.41
C: 8.470 -4.314 0.372  -0.14
C: -0.002 8.172 2.772  -0.18
C: -3.510 -3.552 -1.126  -0.05
C: -3.050 -6.930 0.717  -0.15
C: -4.755 2.688 -7.324  -0.09
C: -1.389 7.715 2.360  -0.50
C: 5.353 -0.392 -3.121  -0.72
C: -2.301 0.872 7.488  0.00
C: -1.489 -6.777 0.719  -0.14
C: 1.049 7.750 1.851  -0.21
C: 0.583 -5.986 -0.333  -0.03
C: -2.431 8.064 3.448  -0.03
C: -3.997 2.071 -4.938  -0.15
C: 8.328 -2.295 -1.037  -0.05
C: 5.287 -2.592 2.549  -0.03
C: -3.809 -0.276 -4.339  -0.08
C: -6.963 -1.975 1.860  -0.61
C: 6.865 -4.169 -1.520  -0.03
C: -2.653 -4.338 -5.342  -0.59
C: -0.899 -6.315 -0.569  -0.52
C: -5.086 1.219 -0.166  -0.60
C: 1.104 1.968 5.127  -0.14
C: 1.042 6.237 1.725  -0.14
C: -3.055 4.481 5.306  -0.63
C: -5.543 1.332 -7.399  -0.54
C: -0.209 4.139 1.707  -0.03
C: -0.705 1.359 -7.614  -0.62
C: -0.514 5.762 -0.140  -0.04
C: 5.859 -3.613 1.578  -0.53
C: -5.839 -1.823 2.905  -0.68
C: 1.359 -1.217 1.775  -0.14
C: 4.901 1.057 -3.328  -0.69
C: 0.476 0.840 -6.860  -0.65
C: -4.726 0.746 -4.942  -0.44
C: 0.882 -0.164 -0.853  -0.42
C: 0.922 -0.614 -2.374  -0.01
C: -3.073 -5.024 -0.944  -0.50
C: -0.684 -4.907 5.070  -0.65
C: 7.220 1.607 0.554  -0.65
C: 2.255 -0.152 1.202  -0.19
C: -1.311 4.471 -3.832  -0.68
C: -5.376 0.856 -8.813  -0.06
C: 7.788 -5.276 1.344  -0.14
C: 4.299 -6.106 -3.663  -0.58
C: -4.587 2.552 -0.817  -0.57
H: 0.241 5.113 -0.601  0.10
H: 1.098 -6.881 0.022  0.09
H: -4.232 -1.233 -4.068  0.07
H: 7.182 -5.958 0.789  0.09
H: -4.582 -3.455 -1.224  0.07
H: -0.392 -0.863 6.303  0.12
H: -2.320 5.096 4.768  0.05
H: -6.703 -1.652 0.810  0.07
H: 4.642 -3.061 3.282  0.09
H: -5.887 0.778 -3.069  0.03
H: 6.692 -0.426 0.908  0.04
H: -0.341 -3.235 1.098  0.08
H: -3.222 -4.818 1.089  0.12
H: -1.245 8.222 0.230  0.06
H: -1.989 -7.659 -1.977  0.05
H: -3.941 2.540 -3.931  0.11
H: -0.415 6.766 -0.519  0.06
H: 5.119 -5.348 -3.651  0.06
H: -4.686 -5.582 0.327  0.10
H: 1.114 1.978 -1.281  0.08
H: 3.932 1.183 -3.807  0.06
H: -0.024 5.922 -2.873  0.04
H: 3.026 0.353 -0.824  0.11
H: -0.181 3.969 2.793  0.06
H: -4.907 -2.301 2.536  0.06
H: 2.809 3.085 6.782  0.08
H: -0.684 0.923 -8.648  0.08
H: -3.513 -4.979 -5.399  0.05
H: -4.331 0.660 -9.089  0.09
H: 0.216 7.870 3.812  0.13
H: 3.261 -0.147 1.676  0.11
H: -3.326 7.496 3.309  0.05
H: 4.862 1.538 -2.328  0.06
H: -0.001 -0.420 -2.845  0.05
H: 1.733 -0.095 -2.908  0.08
H: -0.510 -8.325 -1.218  0.11
H: -0.602 -2.580 2.727  0.08
H: -0.076 6.076 -4.598  0.09
H: 1.396 1.067 -7.360  0.06
H: 6.442 -5.148 -1.146  0.06
H: 1.831 0.222 6.044  0.11
H: -0.027 4.290 4.808  0.05
H: -7.859 -1.423 2.195  0.07
H: -0.454 -3.933 -1.788  0.04
H: 4.672 -1.859 2.018  0.06
H: -0.433 3.296 8.583  0.11
H: -2.079 7.771 4.458  0.08
H: -1.055 -0.185 2.935  0.07
H: 2.125 -6.086 -3.428  0.06
H: -5.779 1.630 -9.538  0.11
H: 2.752 -4.956 -4.645  0.02
H: -4.713 2.456 -1.896  0.03
H: 1.033 0.185 8.064  0.08
H: -0.163 -3.956 5.122  0.05
H: 6.319 0.760 2.292  0.07
H: -1.173 -6.072 1.503  0.09
H: 1.248 5.780 2.711  0.12
H: -5.196 3.356 -0.478  0.07
H: -0.807 -5.338 6.051  0.07
H: -5.371 3.408 -7.825  0.10
H: -1.490 5.439 -0.333  0.04
H: -2.638 4.329 6.285  0.04
H: -2.444 -0.199 7.651  0.09
H: 4.963 -5.229 0.273  0.05
H: 6.048 -1.981 2.959  0.06
H: -0.022 9.325 2.783  0.15
H: 4.429 -0.928 -2.795  0.06
H: -2.922 1.979 -5.143  0.10
H: 5.239 -2.450 -0.672  0.06
H: 0.629 3.689 1.146  0.07
H: 7.905 2.374 0.890  0.05
H: -1.896 4.376 -4.722  0.04
H: 1.112 -5.702 -1.236  0.02
H: -0.033 0.881 2.089  0.05
H: -3.171 -3.217 -2.101  0.06
H: -3.761 2.609 -7.848  0.12
H: -1.821 -2.625 1.440  0.07
H: -4.646 -1.380 -6.845  0.03
H: 7.737 -1.698 -1.709  0.04
H: -3.433 -7.271 1.684  0.11
H: -4.692 1.278 0.817  -0.04
H: -1.639 9.599 1.294  0.09
H: -2.874 8.331 0.916  0.08
H: -3.691 -6.860 -1.902  0.05
H: 3.659 5.012 2.510  0.03
H: -0.972 -7.710 0.941  0.12
H: -2.574 1.497 8.326  0.08
H: -1.147 0.312 5.164  0.10
H: -7.177 2.162 -6.355  0.05
H: 2.051 8.099 2.166  0.12
H: -4.810 -5.606 -1.934  0.10
H: 0.334 1.247 -5.841  0.02
H: -6.867 1.257 -4.456  0.06
H: -1.637 0.455 1.406  0.08
H: 0.029 1.378 9.187  0.10
H: -2.596 -3.660 -4.457  0.07
H: -6.181 1.076 -0.237  0.09
H: -2.799 1.260 6.581  0.07
H: 4.031 -4.825 1.824  0.10
H: -6.384 -0.446 -4.261  0.08
H: 1.377 -1.225 2.840  0.09
H: -3.376 0.173 -3.454  0.04
H: 6.318 -5.163 2.870  0.11
H: -7.516 0.549 -7.028  0.09
H: 9.110 -2.823 -1.634  0.11
H: 1.788 -2.217 1.572  0.13
H: -1.706 -0.264 -0.553  0.03
H: 2.685 -1.296 -0.523  0.10
H: -2.916 -0.531 -5.029  0.11
H: -1.339 -5.859 -4.599  0.05
H: 2.113 1.871 7.753  0.06
H: -2.225 2.559 4.566  0.04
H: 1.860 0.843 1.405  0.08
H: 7.468 -3.843 2.950  0.12
H: -1.863 4.320 -2.896  0.04
H: -5.539 3.462 -5.412  0.09
H: 0.890 8.294 0.846  0.14
H: -2.782 -5.363 4.487  0.06
H: 6.103 -0.544 -2.362  0.01
H: -1.825 -4.414 3.329  0.03
H: 0.598 2.246 4.212  0.09
H: -6.029 0.006 -8.947  0.08
H: 8.833 -1.639 -0.401  0.03
H: -2.707 9.131 3.444  0.09
H: 4.485 5.340 0.307  0.05
H: -6.145 -2.251 3.867  0.07
H: -3.155 5.330 2.116  0.03
H: 1.568 4.807 5.518  0.09
H: 1.107 -1.672 -2.434  0.04
H: 0.173 5.090 6.456  0.07
H: 0.141 1.737 0.183  0.03
H: 8.966 -4.916 -0.394  0.12
H: -0.578 1.429 -1.402  0.03
H: -3.566 -5.508 -3.090  0.07
H: -1.108 3.631 1.342  0.02
H: 5.148 5.836 2.710  0.07
H: 6.003 4.351 0.665  0.09
H: 1.795 3.633 8.145  0.07
H: 1.313 -0.046 4.450  0.10
H: -3.962 2.463 5.175  0.06
H: 7.637 -4.394 -2.240  0.08
H: -1.700 1.277 -7.193  0.04
H: -1.423 -5.773 -6.411  0.08
H: -0.309 -7.142 -2.556  0.08
H: -3.258 -7.644 -0.098  0.11
H: 4.437 -6.733 -4.531  0.07
H: 8.536 -5.907 1.768  0.10
H: -4.005 4.062 -5.893  0.08
H: 1.715 5.858 0.946  0.11
H: -0.547 -0.289 8.746  0.07
H: 6.222 1.953 0.319  0.01
H: -7.513 1.977 -8.048  0.08
H: 4.070 -3.809 0.401  0.04
H: 9.231 -3.740 0.961  0.14
H: -3.068 -2.881 -0.363  0.05
H: 6.070 -3.720 -2.105  0.05
H: 0.739 -5.168 0.356  0.07
H: 2.113 2.177 4.888  0.10

Values from the calculation:
2S+1: 1
Total charge: 0
Gap between HOMO and LUMO, Eh: 0.31121